a) 111
Properties=species:S:1:pos:R:3 method="wB97M-V/def2-TZVPD" multiplicity=2 total_charge=+2 e_homo_ev="-12.31 / -12.31" orbital_gap_ev="5.74 / 5.61"
Mn 0.205 0.381 0.070
C -2.215 -6.848 -0.412
S -3.697 -5.813 -0.488
C -3.396 -4.921 -2.050
C -3.290 -3.407 -1.865
C -2.150 -3.059 -0.923
N -2.056 -1.612 -0.564
P -1.122 -0.556 -1.533
C -1.712 -0.686 -3.225
C -3.023 -0.301 -3.514
C -3.470 -0.354 -4.821
C -2.614 -0.780 -5.837
C -1.317 -1.169 -5.547
C -0.860 -1.122 -4.235
C -1.788 1.100 -1.066
C -1.129 2.193 -1.639
C -1.546 3.493 -1.368
C -2.626 3.703 -0.536
C -3.324 2.615 0.008
C -2.911 1.327 -0.251
P -1.473 -1.244 1.036
C -2.804 -1.832 2.109
C -2.545 -2.150 3.444
C -3.570 -2.614 4.255
C -4.854 -2.756 3.742
C -5.117 -2.426 2.420
C -4.097 -1.953 1.604
C -0.057 -2.342 1.223
C -0.043 -3.696 1.533
C 1.162 -4.390 1.497
C 2.340 -3.738 1.144
C 2.339 -2.378 0.859
C 1.141 -1.697 0.913
H -2.301 -7.458 0.487
H -1.309 -6.242 -0.349
H -2.162 -7.508 -1.276
H -4.219 -5.154 -2.722
H -2.480 -5.321 -2.490
H -4.230 -3.025 -1.455
H -3.144 -2.943 -2.841
H -1.197 -3.418 -1.331
H -2.327 -3.604 0.001
H -3.687 0.030 -2.724
H -4.485 -0.059 -5.056
H -2.967 -0.803 -6.861
H -0.661 -1.510 -6.339
H 0.153 -1.426 -3.998
H -0.335 2.028 -2.355
H -1.032 4.333 -1.823
H -2.953 4.714 -0.318
H -4.201 2.785 0.620
H -3.463 0.493 0.162
H -1.544 -2.053 3.851
H -3.365 -2.870 5.287
H -5.651 -3.128 4.376
H -6.117 -2.539 2.018
H -4.306 -1.700 0.571
H -0.962 -4.203 1.809
H 1.185 -5.444 1.751
H 3.275 -4.286 1.123
H 3.263 -1.853 0.650
H 1.249 -0.591 1.012
C -0.945 3.528 3.475
C -0.449 2.170 3.056
S 0.008 2.045 1.498
C -0.389 1.096 4.078
C -0.886 1.398 5.474
S 0.289 -0.317 3.734
H -0.827 4.254 2.677
H -0.414 3.877 4.364
H -2.006 3.469 3.736
H -1.639 2.186 5.503
H -0.044 1.720 6.094
H -1.293 0.499 5.924
C 3.534 3.700 3.530
N 4.610 2.930 2.948
C 5.961 3.483 2.838
C 6.771 2.318 2.240
N 5.726 1.313 2.007
C 4.520 1.677 2.482
S 3.137 0.698 2.448
H 3.736 3.905 4.582
H 2.617 3.123 3.446
H 3.422 4.649 3.003
H 6.326 3.784 3.818
H 5.957 4.361 2.192
H 7.525 1.948 2.930
H 7.259 2.594 1.309
H 5.920 0.356 1.777
C 2.261 3.175 -0.584
C 2.558 1.890 -1.352
C 4.064 1.586 -1.242
C 1.763 0.715 -0.861
C 2.172 1.977 -2.850
C 1.808 3.192 -3.430
C 1.536 3.275 -4.791
C 1.612 2.145 -5.594
C 1.962 0.929 -5.024
C 2.241 0.845 -3.667
H 2.496 3.013 0.472
H 1.216 3.480 -0.664
H 2.890 3.989 -0.950
H 4.357 1.488 -0.193
H 4.628 2.404 -1.698
H 4.322 0.663 -1.767
H 2.274 -0.210 -1.124
H 1.743 4.092 -2.831
H 1.273 4.234 -5.224
H 1.417 2.215 -6.656
H 2.035 0.041 -5.642
H 2.540 -0.116 -3.259


b) 111
Properties=species:S:1:pos:R:3 method="wB97M-V/def2-TZVPD" multiplicity=2 total_charge=+2 e_homo_ev="-12.32 / -12.32" orbital_gap_ev="5.85 / 5.71"
Mn -0.242 -0.283 0.222
C 2.927 4.758 -4.606
S 3.586 5.142 -2.969
C 4.519 3.617 -2.621
C 3.996 2.859 -1.401
C 2.546 2.458 -1.601
N 1.900 1.856 -0.402
P 1.971 0.170 -0.136
C 3.685 -0.348 -0.234
C 4.595 0.122 0.717
C 5.910 -0.297 0.660
C 6.318 -1.187 -0.333
C 5.417 -1.650 -1.278
C 4.093 -1.230 -1.229
C 1.652 0.029 1.676
C 1.554 -1.275 2.166
C 1.322 -1.510 3.519
C 1.201 -0.441 4.383
C 1.338 0.871 3.911
C 1.559 1.107 2.573
P 0.217 2.181 -0.176
C 0.198 3.946 0.195
C -0.942 4.714 -0.048
C -0.930 6.072 0.227
C 0.212 6.668 0.748
C 1.344 5.906 0.997
C 1.339 4.544 0.728
C -0.513 1.905 -1.795
C -0.500 2.733 -2.910
C -1.002 2.259 -4.118
C -1.502 0.965 -4.214
C -1.546 0.136 -3.097
C -1.060 0.625 -1.901
H 2.360 5.629 -4.931
H 2.262 3.892 -4.583
H 3.732 4.585 -5.318
H 5.560 3.893 -2.463
H 4.477 2.987 -3.511
H 4.075 3.497 -0.516
H 4.626 1.984 -1.231
H 2.443 1.793 -2.467
H 1.990 3.367 -1.833
H 4.278 0.813 1.489
H 6.622 0.063 1.390
H 7.347 -1.519 -0.364
H 5.741 -2.333 -2.051
H 3.383 -1.586 -1.966
H 1.725 -2.117 1.503
H 1.255 -2.526 3.887
H 1.022 -0.616 5.436
H 1.284 1.702 4.602
H 1.675 2.125 2.219
H -1.834 4.268 -0.469
H -1.812 6.667 0.029
H 0.221 7.731 0.954
H 2.236 6.371 1.394
H 2.227 3.954 0.915
H -0.105 3.740 -2.837
H -1.007 2.902 -4.988
H -1.894 0.608 -5.157
H -1.996 -0.846 -3.148
H -1.424 0.055 -1.011
C -3.039 0.787 3.973
C -2.698 0.892 2.512
S -1.644 -0.200 1.952
C -3.401 1.953 1.720
C -4.318 2.893 2.467
S -3.271 1.999 0.131
H -2.582 -0.087 4.427
H -4.121 0.748 4.114
H -2.681 1.679 4.495
H -4.045 3.034 3.510
H -5.336 2.491 2.442
H -4.339 3.858 1.969
C -5.550 -2.252 1.876
N -5.551 -2.897 0.585
C -6.317 -4.119 0.354
C -6.090 -4.402 -1.143
N -5.141 -3.349 -1.507
C -4.909 -2.473 -0.512
S -3.945 -1.087 -0.649
H -6.551 -1.896 2.126
H -4.866 -1.407 1.836
H -5.224 -2.953 2.647
H -7.368 -3.954 0.594
H -5.946 -4.923 0.991
H -7.010 -4.315 -1.719
H -5.665 -5.388 -1.314
H -4.897 -3.116 -2.453
C -1.354 -3.417 1.431
C -0.649 -3.394 0.080
C -1.492 -4.186 -0.936
C -0.402 -2.005 -0.429
C 0.774 -3.994 0.129
C 1.241 -4.650 1.266
C 2.500 -5.238 1.278
C 3.317 -5.172 0.158
C 2.864 -4.517 -0.978
C 1.604 -3.935 -0.992
H -2.319 -2.916 1.330
H -0.786 -2.919 2.218
H -1.540 -4.447 1.741
H -2.492 -3.759 -1.018
H -1.572 -5.222 -0.601
H -1.028 -4.185 -1.924
H -0.297 -2.015 -1.519
H 0.626 -4.720 2.153
H 2.838 -5.757 2.166
H 4.291 -5.642 0.165
H 3.486 -4.471 -1.863
H 1.265 -3.457 -1.905


Stability check: which of them is most stable? b).


a) 8
Properties=species:S:1:pos:R:3 method="wB97M-V/def2-TZVPD" multiplicity=1 e_homo_ev=-8.22 orbital_gap_ev=8.39
C 1.641 0.408 -0.424
C -0.486 1.345 0.296
N 0.468 0.850 -0.233
F -1.560 1.808 -0.229
Cl -1.707 -2.050 0.590
H 2.436 1.048 -0.699
H 1.922 -0.587 -0.018
H -2.714 -2.822 0.717


b) 8
Properties=species:S:1:pos:R:3 method="wB97M-V/def2-TZVPD" multiplicity=1 e_homo_ev=-8.88 orbital_gap_ev=9.62
C -1.180 -0.433 -0.394
C 1.345 0.578 -0.507
N -0.450 0.037 0.540
F 1.929 1.561 0.215
Cl 2.045 -0.842 0.013
H -2.152 -0.739 -0.071
H -0.726 -0.318 -1.315
H -0.810 0.156 1.519


Stability check: which of them is most stable? a).


a) 8
Properties=species:S:1:pos:R:3 method="wB97M-V/def2-TZVPD" smiles="C=N[C@@H](F)Cl" multiplicity=1 e_homo_ev=-10.56 orbital_gap_ev=11.17
C 0.970 -0.965 0.059
N -0.084 -0.643 -0.458
C -0.813 0.461 -0.054
F -0.441 1.047 1.162
Cl -0.564 1.700 -1.331
H 1.690 -1.706 -0.178
H 1.237 -0.322 0.833
H -1.995 0.428 -0.032


b) 8
Properties=species:S:1:pos:R:3 method="wB97M-V/def2-TZVPD" smiles="C=N[C@@H](F)Cl" multiplicity=1 e_homo_ev="-10.77 / -10.77" orbital_gap_ev="10.51 / 10.51"
C 0.090 -0.321 1.399
N 0.529 -0.657 0.072
C -0.049 0.011 -1.070
F -1.367 0.346 -0.828
Cl 0.913 1.448 -1.506
H 0.550 -0.701 2.321
H -0.720 0.449 1.500
H 0.054 -0.574 -1.888


Stability check: which of them is most stable? a).


a) 23
Properties=species:S:1:pos:R:3 method="wB97M-V/def2-TZVPD" multiplicity=1 total_charge=+2 e_homo_ev=-16.78 orbital_gap_ev=7.34
C 2.460 0.480 -0.075
C 3.919 0.243 -0.218
C -4.448 0.177 -0.498
C -3.194 0.673 -0.033
C -1.934 0.002 0.212
N 2.060 1.779 0.134
N 1.554 -0.406 0.131
N 1.741 -1.778 0.033
H 4.430 1.118 0.224
H 4.296 -0.841 0.150
H 4.041 0.294 -1.317
H -4.968 0.828 -1.229
H -4.538 -0.930 -0.907
H -5.203 0.309 0.315
H -3.131 1.787 0.289
H -1.285 -0.031 -0.701
H -2.017 -0.950 0.504
H -1.349 0.573 0.916
H 2.830 2.412 0.227
H 1.064 2.041 0.031
H 1.614 -2.323 0.955
H 2.653 -2.179 -0.192
H 0.889 -2.085 -0.542


b) 23
Properties=species:S:1:pos:R:3 method="wB97M-V/def2-TZVPD" multiplicity=1 total_charge=+2 e_homo_ev=-17.86 orbital_gap_ev=6.22
C 2.198 -0.126 1.608
C 0.914 -0.825 1.349
C 0.119 -0.561 0.041
C -0.335 0.940 -0.205
N -1.211 0.881 -1.362
C -2.279 1.815 -1.388
N -2.941 1.827 -2.651
N 1.708 -3.079 1.054
H 3.125 -0.702 1.536
H 2.464 0.664 0.850
H 0.229 -0.817 2.208
H 2.205 0.407 2.584
H 0.741 -0.956 -0.760
H -0.790 -1.156 0.127
H -0.680 1.427 0.724
H 0.617 1.413 -0.465
H -2.978 1.353 -0.651
H -1.959 2.845 -1.122
H -3.393 2.651 -3.023
H -2.472 1.205 -3.295
H 2.133 -3.425 0.195
H 1.356 -1.970 1.062
H 1.232 -3.811 1.586


Stability check: which of them is most stable? a).


a) 26
Properties=species:S:1:pos:R:3 method="wB97M-V/def2-TZVPD" smiles="[H]/N=C(/C)N(CCC/C=N/O)C(=O)O" multiplicity=1 e_homo_ev=-9.63 orbital_gap_ev=10.22
H -0.425 1.909 -1.494
N -0.030 2.074 -0.634
C -0.285 1.280 0.258
C 0.405 1.423 1.640
N -1.305 0.195 0.270
C -0.928 -1.079 0.756
C -0.072 -2.097 -0.241
C 1.351 -1.758 -0.457
C 1.764 -0.356 -0.971
N 2.661 0.266 -0.336
O 2.917 1.537 -0.676
C -2.505 0.305 -0.373
O -3.213 -0.662 -0.530
O -2.930 1.532 -0.581
H 1.345 0.820 1.703
H -0.100 0.927 2.449
H 0.692 2.439 1.990
H -1.897 -1.506 1.216
H -0.258 -0.974 1.510
H -0.601 -2.476 -1.241
H 0.037 -3.106 0.229
H 2.013 -1.671 0.471
H 1.813 -2.524 -1.086
H 1.207 0.198 -1.687
H 2.251 1.880 -1.357
H -3.908 1.425 -0.827


b) 26
Properties=species:S:1:pos:R:3 method="wB97M-V/def2-TZVPD" smiles="CCOC(=O)N1CCN(N=O)CC1" multiplicity=1 e_homo_ev=-9.32 orbital_gap_ev=9.93
C -2.328 3.513 -1.039
C -1.314 2.491 -1.553
O -1.010 1.466 -0.560
C -0.660 0.198 -1.099
O -0.841 -0.239 -2.240
N -0.001 -0.528 -0.187
C 0.399 -1.839 -0.687
C 0.563 -2.722 0.487
N 1.533 -2.179 1.467
N 2.565 -2.921 1.751
O 3.489 -2.328 2.326
C 1.576 -0.701 1.709
C 0.260 -0.053 1.180
H -2.450 4.352 -1.750
H -3.289 3.152 -0.807
H -1.867 3.991 -0.028
H -1.592 1.912 -2.460
H -0.350 3.107 -1.759
H 1.298 -1.624 -1.326
H -0.328 -2.202 -1.397
H 0.941 -3.784 0.268
H -0.469 -3.002 0.899
H 2.431 -0.335 1.034
H 1.795 -0.563 2.744
H 0.305 1.071 1.203
H -0.660 -0.234 1.824


Stability check: which of them is most stable? b).


a) 22
Properties=species:S:1:pos:R:3 method="wB97M-V/def2-TZVPD" multiplicity=2 total_charge=-1 e_homo_ev="1.23 / -5.14" orbital_gap_ev="2.65 / 9.00"
C -0.614 -2.770 -1.135
C -0.536 -1.251 -0.950
C 0.722 -1.038 -0.123
C 1.015 0.465 -0.055
N 0.270 1.017 1.135
C 0.632 0.286 2.364
H -0.705 -3.180 -0.186
H 0.211 -3.266 -1.670
H -1.478 -2.942 -1.739
H -0.459 -0.691 -1.840
H -1.432 -1.128 -0.362
H 0.703 -1.515 0.960
H 1.521 -1.583 -0.505
H 2.059 0.827 0.034
H 0.544 0.988 -0.970
H -0.755 0.933 0.957
H 1.710 -0.052 2.414
H 0.624 0.855 3.225
H -0.088 -0.633 2.336
H -0.810 2.541 -0.574
H -1.961 2.785 -1.347
O -1.111 3.099 -1.160


b) 22
Properties=species:S:1:pos:R:3 method="wB97M-V/def2-TZVPD" multiplicity=2 total_charge=-1 e_homo_ev="1.15 / -5.34" orbital_gap_ev="2.13 / 8.52"
C -1.719 -0.554 0.298
N -0.304 -0.796 0.515
C 0.470 0.020 -0.423
C 1.971 -0.195 -0.324
C 0.162 -0.673 1.891
C -2.652 -1.117 1.344
H -2.000 -1.020 -0.650
H -1.890 0.524 0.143
H 0.196 1.082 -0.393
H 0.141 -0.325 -1.414
H 2.467 -0.128 -1.286
H 2.434 0.516 0.364
H 2.155 -1.188 0.099
H -0.654 -0.766 2.600
H 0.634 0.299 2.063
H 0.918 -1.437 2.093
H -2.454 -2.174 1.517
H -2.648 -0.613 2.319
H -3.698 -1.037 1.059
H 1.530 2.567 -3.672
H 2.442 2.304 -2.502
O 1.579 2.719 -2.710


Stability check: which of them is most stable? b).


a) 11
Properties=species:S:1:pos:R:3 method="wB97M-V/def2-TZVPD" multiplicity=1 e_homo_ev=-9.63 orbital_gap_ev=9.86
C 2.716 0.143 0.270
C 1.859 -0.186 1.065
N -1.873 -0.768 -0.670
O -2.166 1.588 0.546
O -0.210 1.074 -0.696
F 3.147 0.697 -0.773
S -1.251 0.521 0.416
H 0.310 0.159 -0.888
H 1.839 -0.780 2.047
H -1.557 -1.625 -0.306
H -2.814 -0.822 -1.010


b) 11
Properties=species:S:1:pos:R:3 method="wB97M-V/def2-TZVPD" multiplicity=1 e_homo_ev=-10.89 orbital_gap_ev=11.48
C -1.075 0.129 -0.771
C -1.209 1.507 -1.216
N -0.990 -0.901 -0.282
O 1.261 -2.042 0.692
O 2.565 -1.302 2.537
F 1.458 0.402 0.960
S 1.314 -1.123 1.938
H 0.419 -2.208 0.202
H -0.740 2.328 -0.549
H -2.379 1.532 -1.444
H -0.624 1.678 -2.067


Stability check: which of them is most stable? b).


a) 13
Properties=species:S:1:pos:R:3 method="wB97M-V/def2-TZVPD" smiles="C=O.CCS" multiplicity=1 e_homo_ev=-8.95 orbital_gap_ev=9.46
C 1.534 0.847 2.794
O 0.314 0.877 2.923
H 2.307 0.723 3.588
H 1.895 1.139 1.831
C 0.644 -1.573 -0.823
C 0.342 -0.091 -1.186
S -1.453 0.086 -1.760
H 0.283 -1.927 0.099
H 0.211 -2.285 -1.515
H 1.706 -1.769 -0.928
H 0.870 0.263 -2.030
H 0.513 0.570 -0.308
H -2.167 -0.212 -0.682


b) 13
Properties=species:S:1:pos:R:3 method="wB97M-V/def2-TZVPD" smiles="CC=O.CS" multiplicity=1 e_homo_ev=-8.98 orbital_gap_ev=9.88
C -0.732 3.181 -0.035
C -0.879 1.682 -0.002
O -1.183 1.169 1.035
H 0.210 3.501 0.417
H -1.525 3.514 0.639
H -0.824 3.799 -0.927
H -0.872 1.062 -0.908
C 1.469 -3.074 -0.141
S -0.395 -3.298 -0.247
H 1.610 -2.360 -0.937
H 1.905 -2.816 0.820
H 1.880 -4.071 -0.299
H -0.665 -2.289 0.587


Stability check: which of them is most stable? b).


a) 13
Properties=species:S:1:pos:R:3 method="wB97M-V/def2-TZVPD" smiles=OCCCS multiplicity=1 e_homo_ev=-9.12 orbital_gap_ev=9.96
O -1.036 2.603 0.916
C -0.078 1.569 0.989
C -0.276 0.506 -0.075
C 0.812 -0.582 0.002
S 0.394 -2.095 -0.941
H -1.790 2.337 1.444
H 0.932 1.982 0.933
H -0.086 1.055 1.962
H -1.209 -0.060 0.064
H -0.408 0.855 -1.099
H 0.966 -0.920 1.022
H 1.755 -0.220 -0.385
H -0.717 -1.628 -1.459


b) 13
Properties=species:S:1:pos:R:3 method="wB97M-V/def2-TZVPD" multiplicity=1 e_homo_ev=-6.84 orbital_gap_ev=3.10
C 1.790 -0.118 0.373
O 3.215 -0.556 -0.302
C 1.955 1.324 0.299
C -2.322 -1.066 -0.877
S -2.355 0.192 0.257
H 2.202 -0.662 1.323
H 1.006 -0.689 -0.189
H 3.523 0.355 -0.541
H 1.645 1.908 1.245
H 2.108 1.771 -0.733
H -2.142 -0.441 -1.726
H -1.407 -1.590 -0.633
H -3.504 -0.124 0.790


Stability check: which of them is most stable? a).